Model A:
{"formula": "C3H9N3O", "method": "ωB97M-V/def2-TZVPD", "symbols": ["C", "C", "C", "N", "N", "N", "O", "H", "H", "H", "H", "H", "H", "H", "H", "H"], "positions_angstrom": [[1.56, 0.61, 0.92], [1.10, 0.04, 2.13], [-1.43, -0.98, -0.62], [1.33, 0.37, -1.67], [-0.57, 0.19, -0.55], [0.74, -0.23, -0.58], [2.44, 1.34, 0.55], [1.58, 0.17, 3.06], [0.10, 0.59, 2.32], [0.88, -0.97, 2.07], [-2.34, -0.76, -1.02], [-1.05, -1.93, -1.02], [-1.64, -1.19, 0.45], [1.28, 1.40, -1.33], [2.22, -0.11, -1.87], [-0.71, 0.92, -1.35]], "total_charge": 0, "spin_multiplicity": 1, "e_homo_ev": -7.7, "lumo_energy_ev": 0.9}

---

Model B:
{"formula": "C3H9N3O", "method": "ωB97M-V/def2-TZVPD", "symbols": ["C", "C", "N", "C", "N", "O", "N", "H", "H", "H", "H", "H", "H", "H", "H", "H"], "positions_angstrom": [[-0.43, 0.54, 1.74], [-0.10, -1.19, -2.45], [-0.09, -1.24, 0.26], [0.18, 0.07, 0.35], [0.21, 1.70, 2.31], [0.16, -2.01, -1.30], [0.85, 0.80, -0.46], [-0.71, -1.95, -0.44], [0.98, 1.73, -0.07], [0.13, 2.53, 1.74], [1.19, 1.54, 2.52], [-1.48, 0.77, 1.56], [-0.39, -0.27, 2.46], [0.73, -0.51, -2.61], [-0.20, -1.89, -3.28], [-1.02, -0.61, -2.33]], "total_charge": 0, "spin_multiplicity": 1, "e_homo_ev": -9.2, "lumo_energy_ev": 0.2}

---

Stability verdict: model A, ahead by 0.0199 hartree

---

Model A:
{"formula": "C5H10N2O", "method": "ωB97M-V/def2-TZVPD", "symbols": ["C", "C", "C", "N", "C", "C", "O", "N", "H", "H", "H", "H", "H", "H", "H", "H", "H", "H"], "positions_angstrom": [[1.11, 1.14, 0.05], [-1.26, 0.54, -0.81], [0.04, 0.08, -0.16], [-0.78, 1.01, 1.89], [0.67, -1.15, -0.76], [0.11, -2.30, -1.15], [2.29, 1.12, 0.72], [0.13, 0.10, 1.28], [2.12, 0.63, 1.55], [1.22, 1.83, -0.78], [-1.75, 0.68, 1.84], [-0.54, 1.07, 2.88], [1.75, -1.19, -0.94], [-2.06, -0.16, -0.55], [-1.56, 1.54, -0.50], [-1.18, 0.53, -1.90], [-0.98, -2.35, -1.02], [0.69, -3.08, -1.63]], "total_charge": 0, "spin_multiplicity": 1, "e_homo_ev": [-7.5, -7.1], "lumo_energy_ev": [0.9, 0.7]}

---

Model B:
{"formula": "C5H10N2O", "method": "ωB97M-V/def2-TZVPD", "symbols": ["C", "C", "C", "C", "C", "N", "N", "O", "H", "H", "H", "H", "H", "H", "H", "H", "H", "H"], "positions_angstrom": [[0.57, 1.20, 1.54], [1.46, -1.14, 1.38], [-1.38, 0.83, -2.32], [0.27, 0.14, -0.84], [0.41, -0.16, 1.01], [0.81, 2.25, 1.91], [-0.90, -0.61, 1.44], [-0.83, 0.95, -1.00], [1.18, -1.52, 2.39], [2.52, -0.64, 1.60], [1.71, -1.93, 0.82], [-0.49, 0.85, -2.97], [-1.94, 1.71, -2.55], [-2.07, 0.03, -2.58], [1.19, 0.56, -0.99], [0.06, -0.79, -1.37], [-0.90, -1.60, 1.58], [-1.69, -0.14, 0.95]], "total_charge": 0, "spin_multiplicity": 1, "e_homo_ev": -9.0, "smiles": "COC[C@](C)(N)C#N", "lumo_energy_ev": 0.8}

---

Stability verdict: model B, ahead by 0.1088 hartree

---

Model A:
{"formula": "C4H7NOS2", "method": "ωB97M-V/def2-TZVPD", "symbols": ["C", "C", "C", "C", "N", "O", "S", "S", "H", "H", "H", "H", "H", "H", "H"], "positions_angstrom": [[-0.59, -0.98, 0.85], [0.51, 0.46, -0.73], [1.63, -0.53, -0.81], [-1.85, 0.78, 0.20], [-0.65, 0.00, 0.08], [2.34, -0.26, 1.81], [-1.42, -1.89, 1.88], [1.88, -1.31, 0.82], [0.65, 1.48, -0.41], [0.06, 0.78, -1.74], [1.49, -1.30, -1.57], [2.57, -0.17, -1.15], [-1.84, 1.42, 1.05], [-2.07, 1.34, -0.68], [-2.72, 0.18, 0.39]], "total_charge": 0, "spin_multiplicity": 1, "e_homo_ev": [-7.5, -7.5], "lumo_energy_ev": [-0.2, -0.2]}

---

Model B:
{"formula": "C4H7NOS2", "method": "ωB97M-V/def2-TZVPD", "symbols": ["C", "C", "C", "C", "N", "O", "S", "S", "H", "H", "H", "H", "H", "H", "H"], "positions_angstrom": [[1.46, -1.23, -0.80], [1.09, -0.26, -1.91], [-0.20, 1.24, 0.09], [-2.17, 0.40, 1.77], [1.55, -0.74, 0.44], [1.92, -2.31, -1.22], [0.89, 1.44, -1.15], [-1.50, 0.10, 0.02], [1.96, -0.26, -2.47], [0.29, -0.43, -2.58], [-0.27, 1.94, 0.80], [-1.72, -0.35, 2.26], [-3.28, 0.28, 1.59], [-1.87, 1.49, 1.96], [1.85, -1.31, 1.20]], "total_charge": 0, "spin_multiplicity": 1, "e_homo_ev": [-7.7, -7.7], "lumo_energy_ev": [-1.5, -1.5]}

---

Stability verdict: model A, ahead by 0.0301 hartree

---

Model A:
{"formula": "C4H7NOS2", "method": "ωB97M-V/def2-TZVPD", "symbols": ["C", "C", "C", "C", "H", "H", "H", "H", "H", "H", "H", "N", "O", "S", "S"], "positions_angstrom": [[2.09, 0.47, 0.67], [1.46, -0.01, -0.61], [0.14, -0.74, -0.48], [-1.13, 0.14, -0.35], [2.23, -0.35, 1.35], [1.44, 1.19, 1.18], [3.02, 0.96, 0.40], [2.16, -0.66, -1.15], [1.25, 0.86, -1.24], [-1.96, -1.64, 0.07], [-3.61, 0.73, 1.00], [-2.21, -0.64, -0.18], [0.11, -1.92, -0.28], [-1.15, 1.80, -0.40], [-3.82, -0.17, 0.02]], "total_charge": 0, "spin_multiplicity": 1, "e_homo_ev": -8.8, "smiles": "CCC(=O)C(=S)NS", "lumo_energy_ev": -0.7}

---

Model B:
{"formula": "C4H7NOS2", "method": "ωB97M-V/def2-TZVPD", "symbols": ["C", "C", "C", "C", "H", "H", "H", "H", "H", "H", "H", "N", "O", "S", "S"], "positions_angstrom": [[1.29, 1.19, 1.98], [1.46, 0.77, 0.42], [-0.84, -0.81, 0.27], [-1.65, -1.07, -2.71], [2.34, 1.25, 2.31], [0.85, 0.45, 2.77], [0.70, 2.19, 1.71], [2.06, 1.65, 0.18], [1.97, -0.16, 0.23], [-0.48, -1.05, 1.30], [-2.11, -0.89, -3.81], [-1.95, -1.45, 0.00], [-0.75, -1.85, -2.64], [-0.11, 0.53, -0.62], [-2.77, -0.75, -1.39]], "total_charge": 0, "spin_multiplicity": 1, "e_homo_ev": -9.2, "smiles": "CCS/C=N\\SC=O", "lumo_energy_ev": 0.5}

---

Model C:
{"formula": "C4H7NOS2", "method": "ωB97M-V/def2-TZVPD", "symbols": ["C", "C", "C", "C", "N", "O", "S", "S", "H", "H", "H", "H", "H", "H", "H"], "positions_angstrom": [[1.37, 0.07, 0.56], [0.56, -0.36, 1.76], [-0.89, -0.06, 0.15], [0.52, -0.04, -1.88], [0.34, -0.12, -0.44], [2.51, 0.41, 0.32], [-2.06, -1.38, -0.22], [-1.62, 1.53, 0.38], [0.22, -1.33, 1.69], [0.56, -0.04, 2.71], [0.15, -0.90, -2.53], [-0.04, 0.97, -2.11], [1.62, 0.16, -1.98], [-2.85, -1.09, 0.88], [-0.38, 2.17, 0.72]], "total_charge": 0, "spin_multiplicity": 1, "e_homo_ev": [-8.4, -8.4], "lumo_energy_ev": [-0.3, -0.3]}

---

Stability verdict: model A, ahead by 0.0779 hartree

---

Model A:
{"formula": "C4H10N2O2", "method": "ωB97M-V/def2-TZVPD", "symbols": ["C", "C", "C", "N", "C", "N", "H", "H", "H", "H", "H", "H", "H", "H", "O", "H", "H", "O"], "positions_angstrom": [[-0.41, -0.57, 1.82], [-0.05, 0.21, 0.52], [0.76, 1.33, 0.56], [0.96, 1.77, -0.80], [0.32, 0.88, -1.56], [-0.35, -0.13, -0.83], [0.32, -0.17, 2.59], [-0.31, -1.57, 1.82], [-1.55, -0.48, 2.13], [1.13, 1.70, 1.52], [0.36, 0.79, -2.72], [-0.94, -0.90, -0.92], [-2.33, -0.04, -0.01], [-3.80, 0.19, 0.19], [-3.18, -0.33, -0.31], [3.15, -1.41, 0.45], [1.67, -1.54, 0.04], [2.47, -2.06, 0.10]], "total_charge": -1, "s_squared": 0.751, "spin_multiplicity": 2, "e_homo_ev": [1.6, -5.4], "lumo_energy_ev": [3.3, 3.7]}

---

Model B:
{"formula": "C4H10N2O2", "method": "ωB97M-V/def2-TZVPD", "symbols": ["C", "C", "O", "N", "H", "H", "H", "H", "H", "C", "C", "O", "N", "H", "H", "H", "H", "H"], "positions_angstrom": [[-1.39, -2.65, 0.11], [-1.84, -1.90, -1.12], [-2.65, -2.10, -2.02], [-1.11, -0.66, -1.30], [-1.50, 0.07, -1.77], [-0.35, -0.36, -0.70], [-0.86, -2.10, 1.00], [-0.76, -3.47, -0.25], [-2.24, -3.24, 0.51], [2.51, 1.07, 1.84], [1.49, 1.80, 0.96], [0.63, 1.06, 0.38], [1.81, 3.17, 0.75], [2.12, 0.40, 2.57], [3.36, 1.72, 2.23], [1.32, 3.83, 0.14], [2.50, 3.57, 1.39], [3.05, 0.43, 1.13]], "total_charge": -1, "s_squared": 0.750, "spin_multiplicity": 2, "e_homo_ev": [0.8, -6.4], "lumo_energy_ev": [3.4, 3.3]}

---

Model C:
{"formula": "C4H10N2O2", "method": "ωB97M-V/def2-TZVPD", "symbols": ["C", "O", "C", "C", "C", "N", "O", "N", "H", "H", "H", "H", "H", "H", "H", "H", "H", "H"], "positions_angstrom": [[1.09, 0.69, -0.15], [2.27, 0.79, -0.72], [0.46, -0.78, -0.50], [-0.80, -0.97, 0.20], [-1.97, -0.24, -0.17], [-2.99, -0.13, 0.78], [-2.14, 0.32, -1.26], [1.47, -1.72, -0.07], [0.33, 1.41, -0.47], [1.13, 0.74, 0.96], [1.41, -2.61, -0.58], [0.33, -0.72, -1.58], [-0.72, -1.56, 1.10], [2.44, 3.12, 0.19], [-3.07, -0.84, 1.50], [-3.85, 0.22, 0.37], [2.35, -1.29, -0.37], [2.27, 3.57, 0.76]], "total_charge": -1, "s_squared": 0.758, "spin_multiplicity": 2, "e_homo_ev": [-3.1, -3.2], "lumo_energy_ev": [3.9, 3.2]}

---

Stability verdict: model B, ahead by 0.0272 hartree